No. 1
Entry from the OMol25 dataset: a structure of composition C34H25N5O6PbS (the ωB97M-V functional and the def2-TZVPD basis).

Each line ends with the Löwdin charge.
CARTESIAN COORDINATES (ANGSTROEM)
1 Pb -1.588 0.959 -1.578  1.553
2 C 0.757 1.400 -5.245  -0.003
3 O 1.111 1.256 -3.853  -0.081
4 C 1.755 0.175 -3.465  -0.227
5 C 2.058 -0.919 -4.286  0.025
6 C 2.721 -2.003 -3.762  0.009
7 C 3.126 -2.064 -2.408  -0.037
8 C 2.856 -1.011 -1.592  0.008
9 C 2.160 0.121 -2.099  -0.178
10 N 1.865 1.216 -1.350  0.220
11 N 2.265 1.334 -0.202  0.162
12 C 2.011 1.432 1.030  -0.033
13 C 0.607 0.978 1.457  -0.262
14 O -0.222 0.725 0.601  -0.039
15 C 0.362 0.934 2.877  0.029
16 C 1.297 1.356 3.746  0.053
17 C 2.605 1.873 3.360  -0.156
18 C 3.495 2.324 4.325  0.013
19 C 4.739 2.820 3.951  -0.018
20 C 5.101 2.865 2.613  -0.026
21 C 4.221 2.413 1.638  0.009
22 C 2.977 1.922 2.009  -0.108
23 H 0.088 0.597 -5.553  0.106
24 H 1.654 1.413 -5.862  0.113
25 H 0.249 2.355 -5.315  0.107
26 H 1.784 -0.913 -5.331  0.123
27 H 2.950 -2.833 -4.418  0.133
28 H 3.662 -2.926 -2.039  0.125
29 H 3.179 -1.010 -0.558  0.127
30 H -0.608 0.580 3.199  0.134
31 H 1.077 1.331 4.807  0.138
32 H 3.214 2.290 5.369  0.130
33 H 5.426 3.172 4.708  0.125
34 H 6.068 3.253 2.326  0.123
35 H 4.503 2.447 0.594  0.124
36 O -3.707 1.120 -0.768  -0.200
37 C -4.296 2.076 -0.210  -0.132
38 C -3.765 3.340 0.160  -0.113
39 C -4.666 4.247 0.763  0.066
40 C -4.230 5.477 1.143  -0.127
41 C -2.894 5.871 0.948  0.045
42 C -2.004 5.009 0.372  0.020
43 C -2.398 3.715 -0.043  -0.326
44 O -1.517 2.932 -0.584  -0.279
45 N -5.173 6.413 1.774  -0.354
46 O -4.742 7.503 2.080  0.102
47 O -6.312 6.031 1.932  0.098
48 H -5.354 1.916 0.031  0.151
49 H -5.701 3.973 0.924  0.137
50 H -2.597 6.863 1.260  0.132
51 H -0.974 5.297 0.207  0.125
52 S -2.162 -5.459 1.254  1.071
53 C -2.036 -3.891 0.492  -0.493
54 C -0.874 -3.398 -0.114  -0.043
55 C -0.893 -2.130 -0.643  -0.153
56 N -1.960 -1.321 -0.606  -0.096
57 C -3.071 -1.790 -0.021  -0.106
58 C -3.150 -3.052 0.528  -0.059
59 C -0.787 -6.330 0.538  -0.540
60 C 0.292 -6.692 1.325  -0.074
61 C 1.340 -7.376 0.718  -0.126
62 N 1.364 -7.690 -0.572  0.076
63 C 0.304 -7.356 -1.308  -0.127
64 C -0.798 -6.684 -0.805  -0.081
65 H 0.021 -3.999 -0.178  0.112
66 H -0.005 -1.735 -1.130  0.091
67 H -3.922 -1.126 -0.015  0.108
68 H -4.081 -3.387 0.965  0.120
69 H 0.325 -6.449 2.378  0.110
70 H 2.203 -7.678 1.300  0.115
71 H 0.335 -7.649 -2.351  0.114
72 H -1.644 -6.453 -1.439  0.116

Force components x, y, z for each atom (eV/Å):
0.0 0.0 0.0
0.0 0.0 0.0
0.0 0.0 0.0
0.0 0.0 0.0
0.0 0.1 -0.1
0.1 0.0 0.1
0.0 0.0 -0.1
-0.1 0.1 0.0
0.0 -0.1 0.0
0.1 -0.1 0.2
0.0 0.1 -0.2
0.0 -0.1 0.1
-0.1 0.2 0.1
0.3 -0.2 -0.1
0.0 0.0 0.0
0.1 0.0 0.0
-0.1 -0.1 0.0
0.0 0.0 0.0
0.0 0.0 0.0
0.0 0.0 0.0
0.0 0.0 0.0
0.0 0.0 0.0
0.0 0.0 0.0
0.0 0.0 0.0
0.0 0.0 0.0
0.0 0.0 0.0
0.0 0.0 0.0
0.0 0.0 0.0
0.0 0.0 0.0
0.0 0.0 0.0
0.0 0.0 0.0
0.0 0.0 0.0
0.0 0.0 0.0
0.0 0.0 0.0
0.0 0.0 0.0
-0.1 0.0 -0.1
0.1 0.2 0.1
0.1 -0.1 -0.1
0.0 0.0 0.0
0.1 0.0 0.0
-0.1 0.0 0.0
0.0 0.0 0.0
-0.1 0.0 0.1
0.0 0.0 0.0
0.0 0.1 -0.1
0.0 0.0 0.0
0.0 0.0 0.0
0.0 0.0 0.0
0.0 0.0 0.0
0.0 0.0 0.0
0.0 0.0 0.0
-0.1 0.0 -0.1
0.2 0.0 0.0
-0.1 -0.1 0.0
0.0 0.1 -0.1
0.0 -0.1 0.1
0.1 0.0 0.0
-0.1 0.0 0.0
0.0 0.1 0.0
0.0 0.0 0.0
0.1 0.0 0.0
-0.1 0.0 0.0
0.1 0.0 0.0
0.0 0.0 0.0
0.0 0.0 0.0
0.0 0.0 0.0
-0.1 0.0 0.0
0.0 0.0 0.0
0.0 0.0 0.0
0.0 0.0 0.0
0.0 0.0 0.0
0.0 0.0 0.0

Summary:
Energy above the lowest of the compared OMol25 structures with the same formula, charge and spin ... 12.4 kJ/mol
HOMO level ... -13.46 eV
Net charge ... +2



No. 2
Entry from the OMol25 dataset: a structure of composition C34H26AlN4O3P (the ωB97M-V functional and the def2-TZVPD basis).

Each line ends with the natural charge from an NBO analysis.
CARTESIAN COORDINATES (ANGSTROEM)
1 Al 0.164 -2.550 -1.245  1.845
2 O -0.843 -4.252 -4.527  -0.494
3 C -0.065 -3.813 -3.662  0.779
4 O -0.591 -3.606 -2.380  -0.932
5 C 1.423 -3.449 -3.949  -0.836
6 P 2.268 -2.745 -2.473  0.931
7 C 3.495 -3.891 -1.882  -0.433
8 C 4.574 -3.405 -1.092  -0.174
9 C 5.349 -4.201 -0.317  -0.201
10 C 5.142 -5.611 -0.360  -0.144
11 C 4.130 -6.149 -1.159  -0.207
12 C 3.312 -5.279 -1.893  -0.169
13 C 3.128 -1.249 -2.964  -0.437
14 C 3.369 -0.301 -1.950  -0.188
15 C 4.223 0.803 -2.189  -0.201
16 C 4.910 0.892 -3.398  -0.159
17 C 4.653 -0.046 -4.434  -0.203
18 C 3.713 -1.046 -4.220  -0.131
19 H 1.455 -2.625 -4.730  0.293
20 H 1.923 -4.365 -4.280  0.306
21 H 4.768 -2.314 -1.014  0.224
22 H 6.115 -3.730 0.255  0.239
23 H 5.736 -6.233 0.318  0.241
24 H 3.958 -7.215 -1.259  0.245
25 H 2.323 -5.677 -2.212  0.215
26 H 2.877 -0.445 -0.957  0.213
27 H 4.325 1.493 -1.338  0.240
28 H 5.671 1.672 -3.592  0.249
29 H 5.188 0.044 -5.363  0.246
30 H 3.546 -1.796 -5.047  0.222
31 C -4.904 7.825 5.672  -0.253
32 O -4.115 7.489 4.422  -0.501
33 C -4.070 6.189 3.970  0.370
34 C -4.019 5.025 4.741  -0.297
35 C -3.905 3.782 4.212  -0.152
36 C -3.711 3.622 2.849  -0.142
37 C -3.912 4.728 2.033  -0.120
38 C -4.018 6.029 2.549  -0.245
39 C -3.267 2.478 2.166  0.427
40 N -2.892 2.515 0.908  -0.485
41 C -2.284 1.340 0.637  0.229
42 C -2.352 0.491 1.814  0.096
43 N -2.984 1.255 2.810  -0.529
44 C -1.744 -0.806 1.874  -0.048
45 C -1.842 -1.824 2.883  -0.067
46 C -1.350 -3.109 2.581  -0.228
47 C -0.688 -3.377 1.358  0.114
48 N -0.451 -2.382 0.476  -0.678
49 C -0.981 -1.101 0.687  0.144
50 C -1.048 -0.304 -0.504  0.227
51 N -0.279 -0.731 -1.600  -0.658
52 C -0.265 -0.024 -2.742  0.116
53 C -0.945 1.173 -2.780  -0.225
54 C -1.588 1.757 -1.688  -0.049
55 C -1.668 0.954 -0.556  -0.118
56 H -5.485 8.702 5.344  0.223
57 H -4.199 8.012 6.484  0.200
58 H -5.461 6.958 6.018  0.188
59 H -4.138 5.121 5.870  0.234
60 H -3.908 2.907 4.891  0.204
61 H -3.881 4.507 1.010  0.230
62 H -3.895 6.865 1.914  0.240
63 H -3.467 1.012 3.669  0.445
64 H -2.398 -1.778 3.791  0.253
65 H -1.445 -3.997 3.266  0.270
66 H -0.206 -4.322 1.232  0.236
67 H 0.285 -0.420 -3.582  0.234
68 H -0.776 1.750 -3.702  0.256
69 H -1.987 2.776 -1.661  0.279

Force components x, y, z for each atom (eV/Å):
1.0 0.2 -1.9
3.3 1.5 2.7
-3.7 -1.2 -1.7
1.3 -0.1 -1.1
-0.7 0.6 0.1
-0.2 -0.1 -0.1
1.2 -0.9 1.2
-1.0 2.1 -0.8
-0.2 -2.1 -0.5
0.1 0.6 0.3
0.6 0.7 -0.1
-1.6 0.1 0.5
0.2 1.0 0.6
-0.1 0.2 -0.1
-0.6 -0.8 0.7
0.2 -0.1 -0.7
-0.4 0.8 1.4
0.4 -1.5 -1.2
-0.1 -1.3 0.6
0.0 0.3 -0.3
-0.2 -0.8 -0.3
0.5 -0.1 0.5
-0.2 0.0 -0.5
0.0 0.1 0.3
1.0 0.1 -0.5
0.5 0.3 -0.8
0.3 -0.1 -0.8
-0.7 -0.5 0.3
0.0 -0.1 -0.2
0.1 0.9 1.0
1.3 -0.5 -1.2
-0.8 -1.3 0.9
0.1 1.1 -1.4
-1.0 1.4 3.1
0.6 -1.6 0.4
-1.4 1.2 0.3
0.4 1.8 1.4
0.3 -1.9 1.3
0.4 -1.8 0.7
0.5 -0.4 -0.4
-1.3 -0.6 3.4
0.2 0.2 0.0
0.1 0.9 -2.4
0.3 0.6 -0.7
0.7 -1.8 -1.8
0.0 -0.1 0.1
0.3 2.2 1.0
-0.9 -0.3 1.5
-1.2 -1.8 0.2
1.8 0.8 -1.5
-1.2 -0.1 0.8
-0.6 -0.8 1.9
0.2 2.4 -1.1
0.6 -0.8 -1.1
0.2 -0.8 0.8
0.1 -0.6 0.6
0.0 0.5 -0.3
-0.5 0.1 -0.5
0.2 -0.1 -1.6
0.2 0.7 -0.4
0.1 0.4 -1.4
-0.5 0.8 -0.5
0.5 -0.3 -0.3
-0.3 0.7 0.5
-0.1 1.3 -0.6
0.0 -0.5 -0.5
0.1 0.0 0.0
-0.5 -0.2 0.5
0.1 -0.5 -0.2

Summary:
HOMO level ... -12.32 eV
Net charge ... +2



No. 3
Entry from the OMol25 dataset: a structure of composition C34H26N7O2Re (the ωB97M-V functional and the def2-TZVPD basis).

Each line ends with the Mulliken spin population.
CARTESIAN COORDINATES (ANGSTROEM)
1 Re 0.430 -0.043 0.486  0.847
2 O 0.410 -2.053 0.490  0.024
3 C 1.330 -2.922 0.111  0.031
4 C 0.948 -4.266 -0.024  -0.012
5 C 1.852 -5.217 -0.438  0.016
6 C 3.182 -4.880 -0.723  -0.006
7 C 3.577 -3.577 -0.571  0.013
8 C 2.667 -2.579 -0.166  0.001
9 C 3.182 -1.260 0.027  0.046
10 N 2.527 -0.190 0.319  -0.049
11 C 3.365 0.999 0.606  0.011
12 C 2.465 2.177 0.932  0.008
13 N 1.267 1.625 1.562  -0.001
14 C 0.831 2.153 2.652  -0.019
15 C -0.177 1.568 3.478  0.017
16 C -0.781 2.305 4.511  -0.010
17 C -1.632 1.692 5.395  0.017
18 C -1.845 0.310 5.285  -0.007
19 C -1.232 -0.438 4.306  0.011
20 C -0.401 0.183 3.362  0.016
21 O 0.175 -0.550 2.431  0.037
22 H -0.074 -4.532 0.211  0.000
23 H 1.528 -6.245 -0.539  0.001
24 H 3.884 -5.637 -1.042  0.000
25 H 4.605 -3.293 -0.762  0.000
26 H 4.266 -1.164 -0.059  -0.006
27 H 3.985 1.212 -0.266  -0.003
28 H 4.014 0.777 1.454  -0.002
29 H 2.200 2.716 0.026  0.000
30 H 2.957 2.872 1.613  0.001
31 H 1.319 3.063 3.004  -0.001
32 H -0.571 3.365 4.591  0.000
33 H -2.116 2.257 6.179  0.001
34 H -2.501 -0.182 5.992  0.000
35 H -1.384 -1.507 4.229  0.001
36 C 0.576 -2.014 -3.492  -0.004
37 C 1.349 -1.165 -4.279  0.002
38 C 1.632 0.093 -3.808  -0.005
39 C 1.170 0.496 -2.551  0.002
40 N 0.560 -0.388 -1.726  -0.005
41 C 0.221 -1.594 -2.235  0.012
42 N 1.277 1.846 -2.270  0.009
43 C 0.466 2.345 -1.404  -0.021
44 N -0.282 1.647 -0.490  -0.004
45 C -1.141 2.528 0.154  0.015
46 N -2.105 2.226 0.934  0.010
47 C -2.524 0.903 1.048  0.012
48 C -3.825 0.739 1.527  -0.001
49 C -4.392 -0.513 1.572  0.002
50 C -3.639 -1.600 1.144  -0.001
51 C -2.346 -1.381 0.733  0.017
52 N -1.779 -0.161 0.684  -0.013
53 C -0.792 3.899 -0.263  -0.008
54 C -1.308 5.127 0.103  -0.002
55 C -0.781 6.250 -0.525  0.000
56 C 0.206 6.135 -1.504  0.001
57 C 0.700 4.893 -1.888  0.000
58 C 0.191 3.786 -1.237  -0.003
59 H 0.271 -2.993 -3.832  0.000
60 H 1.688 -1.474 -5.259  0.000
61 H 2.157 0.829 -4.399  0.001
62 H -0.356 -2.233 -1.588  0.002
63 H -4.355 1.629 1.832  0.000
64 H -5.403 -0.646 1.935  0.000
65 H -4.032 -2.606 1.151  0.000
66 H -1.700 -2.205 0.471  -0.003
67 H -2.091 5.204 0.846  0.000
68 H -1.147 7.232 -0.259  0.000
69 H 0.585 7.031 -1.978  0.000
70 H 1.449 4.792 -2.662  0.000

Force components x, y, z for each atom (eV/Å):
0.0 -0.2 0.1
-0.1 -0.1 0.0
-0.1 0.1 0.0
0.0 0.0 0.0
0.0 0.0 0.0
0.0 0.0 0.0
0.0 0.0 0.0
0.0 0.0 0.0
0.0 -0.1 -0.1
-0.1 0.2 0.2
0.0 -0.1 0.0
-0.1 -0.1 0.1
-0.4 0.1 0.0
0.1 -0.1 -0.1
0.1 0.1 0.0
0.0 0.0 0.0
0.0 -0.1 0.0
0.0 0.0 0.0
0.0 0.0 0.0
0.0 0.0 0.0
0.2 0.1 -0.1
0.0 0.0 0.0
0.0 0.0 0.0
0.0 0.0 0.0
0.0 0.0 0.0
0.0 0.0 0.0
0.0 0.1 0.0
0.0 0.0 0.0
0.0 0.0 0.0
0.1 0.0 0.0
0.0 0.0 0.0
0.0 0.0 0.0
0.0 0.0 0.0
0.0 0.0 0.0
0.0 0.0 0.0
0.0 0.0 0.0
0.0 0.0 0.0
0.0 0.1 0.0
-0.1 -0.1 0.0
0.1 -0.1 0.0
0.0 0.1 0.0
0.0 0.1 0.0
0.1 -0.1 0.0
-0.1 0.2 -0.1
0.0 -0.1 0.0
0.1 0.0 0.0
-0.1 0.1 0.0
0.0 0.0 0.0
0.0 0.0 0.0
0.0 0.0 0.0
0.0 0.0 0.0
0.2 0.1 0.1
0.0 0.0 0.0
0.0 0.0 0.0
0.0 0.0 0.0
0.0 0.0 0.0
0.0 0.0 0.0
0.0 0.0 0.0
0.0 0.0 0.0
0.0 0.0 0.0
0.0 0.0 0.0
0.0 0.0 0.0
0.0 0.0 0.0
0.0 0.0 0.0
0.0 0.0 0.0
0.0 0.0 0.0
0.0 0.0 0.0
0.0 0.0 0.0
0.0 0.0 0.0
0.0 0.0 0.0

Summary:
Energy above the lowest of the compared OMol25 structures with the same formula, charge and spin ... 0.0 kJ/mol
<S²> ... 0.758
2S+1 ... 2
HOMO level (alpha / beta) ... -10.33 / -10.63 eV
Net charge ... +1